DFT (ωB97M-V/def2-TZVPD) results for C17H13BrNNaO2 as an isolated structure in a non-equilibrium geometry.

```
35
Properties=species:S:1:pos:R:3:mulliken_spin:R:1
Br 5.25758 1.48844 -1.46107 0.0044
C 3.45388 1.02544 -1.79194 0.1045
C 3.11148 -0.29792 -2.12351 -0.0512
C 1.77470 -0.64403 -2.28283 0.0965
C 0.74627 0.32071 -2.06988 -0.0721
C -0.62070 -0.11424 -1.96983 0.2095
C -1.72453 0.58469 -1.54132 0.0605
N -2.77424 -0.20667 -1.05655 0.1462
O -3.90552 0.21267 -0.77195 0.2430
O -2.45423 -1.45469 -0.91677 0.0995
C 1.12397 1.67702 -1.89386 0.0893
C 2.46468 2.01531 -1.70557 -0.0484
H 3.89313 -1.03939 -2.25406 -0.0011
H 1.49698 -1.66001 -2.58843 0.0041
H -0.84727 -1.08207 -2.45142 0.0162
H -1.91837 1.64615 -1.73568 0.0116
H 0.35712 2.45591 -1.88256 0.0109
H 2.74159 3.04188 -1.48939 -0.0021
C -2.32040 0.88593 2.43861 0.0031
Na -0.50122 -2.64807 -0.60125 0.0072
C -2.01826 1.68102 1.31621 0.0113
C -0.85398 1.15109 0.66800 0.0495
C -0.39530 0.03168 1.44516 -0.0289
C -1.35858 -0.18818 2.50468 0.0195
C -1.23365 -1.33024 3.30524 -0.0054
C -0.18319 -2.22149 3.07157 0.0169
C 0.79193 -1.96689 2.08854 -0.0059
C 0.71768 -0.81276 1.29952 0.0144
H -3.14580 1.00557 3.13797 0.0000
H -2.57161 2.55543 0.97802 0.0025
H -0.21078 1.67741 -0.02766 -0.0102
H -1.97333 -1.51303 4.08531 -0.0003
H -0.09252 -3.12631 3.67833 0.0012
H 1.64318 -2.64677 1.96776 0.0011
H 1.52929 -0.50361 0.63061 0.0023
```

Values from the calculation:
Spin multiplicity: 2
LUMO (spin up / spin down) (eV): 1.474 / 1.453
Expectation value of S²: 0.7777
HOMO-LUMO gap (spin up / spin down) (eV): 3.84 / 3.88
Total charge: -1

***

DFT (ωB97M-V/def2-TZVPD) results for C17H13ClO12P2Ta as an isolated structure in a non-equilibrium geometry.

```
46
Properties=species:S:1:pos:R:3:nbo_charge:R:1
Ta -0.41919 -0.48959 -0.46559 2.5637
C 1.63286 -2.22033 2.30812 -0.3591
C 1.18016 -1.91800 3.59768 -0.3412
C -0.12857 -2.33798 3.73928 -0.3419
C -0.52377 -2.84442 2.49194 -0.3367
C 0.65228 -2.96282 1.64563 -0.3612
H 2.65274 -2.04584 1.93717 0.1954
H 1.81038 -1.44860 4.34227 0.1860
H -0.59782 -2.45036 4.72029 0.1955
H -1.59320 -3.09693 2.25189 0.2182
H 0.72208 -3.45546 0.67110 0.2134
O 3.42677 1.23684 -4.86667 -0.4547
C 2.63992 1.02400 -3.93813 0.3960
C 1.20701 1.44046 -3.83616 0.3704
O 0.64115 2.34046 -4.47942 -0.4765
C 0.67930 0.75253 -2.66800 0.2515
C 1.68624 -0.06148 -2.10482 0.1554
O 1.45647 -0.54262 -0.86904 -0.7263
C 2.96224 -0.08183 -2.78073 0.4268
O 3.93827 -0.78406 -2.57098 -0.4885
O -0.44232 0.94198 -2.00652 -0.7071
O -2.21227 -4.20675 -1.82112 -0.9675
P -2.20059 -2.61608 -2.03151 2.5039
O -2.08842 -1.98634 -3.37164 -1.0365
O -1.06486 -2.28696 -0.83601 -1.0770
O -3.56953 -2.09980 -1.25206 -1.0661
P -3.43862 -1.03204 -0.00245 2.5373
O -4.92625 -0.44078 -0.10645 -0.9870
O -3.19042 -1.53346 1.37578 -1.0681
O -2.33801 -0.01075 -0.53701 -1.1136
H -2.83204 -4.75829 -2.30033 0.5212
H -5.28765 -0.22273 0.80170 0.5241
Cl 2.35439 5.84013 -0.20129 0.0066
C 1.49697 4.49689 0.45114 -0.0707
C 2.17401 3.51481 1.20757 -0.2294
C 1.51459 2.31466 1.50806 -0.1906
C 0.19062 1.99898 1.03846 -0.0463
C -0.31737 0.69500 1.43285 -0.8468
C -0.50592 3.05901 0.40256 -0.2119
C 0.12256 4.26081 0.12967 -0.2107
H 3.26185 3.59574 1.41478 0.2258
H 2.10981 1.58691 2.04209 0.2255
H -1.33910 0.68243 1.86112 0.2623
H 0.38942 0.24052 2.10994 0.2845
H -1.48465 2.81670 -0.02449 0.2283
H -0.40153 5.09546 -0.41068 0.2233
```

Values from the calculation:
LUMO (eV): 0.896
HOMO-LUMO gap (eV): 4.64
Total charge: -1

***

DFT (ωB97M-V/def2-TZVPD) results for C17H13CuN5O4S3 as an isolated structure in a non-equilibrium geometry.

```
43
Properties=species:S:1:pos:R:3:nbo_charge:R:1
Cu 0.34965 0.74608 -0.45208 0.7122
N -5.23762 -4.67920 1.36732 -0.8022
C -4.30373 -3.86920 0.61064 0.1682
C -2.97034 -4.09161 0.74341 -0.2796
C -2.13347 -3.24050 0.04121 -0.1477
C -2.59611 -2.33677 -0.85258 -0.3810
C -3.97155 -2.15204 -0.99101 -0.0954
C -4.79383 -2.94256 -0.29364 -0.2929
S -1.49147 -1.28610 -1.81846 2.3425
O -0.13663 -1.74527 -1.62517 -0.9602
O -2.08255 -1.22859 -3.11991 -0.9481
N -1.46137 0.14611 -1.05999 -1.0497
C -2.37544 1.19240 -1.11709 0.5737
N -3.62984 0.94299 -1.54815 -0.5136
C -4.45616 1.93999 -1.61951 0.1058
C -4.15958 3.26084 -1.14616 -0.3847
C -2.80145 3.41682 -0.85295 0.0874
N -1.91799 2.43726 -0.81445 -0.5030
H -4.88470 -4.80689 2.31414 0.3649
H -6.04416 -4.12036 1.36828 0.3539
H -2.60303 -4.93831 1.32313 0.2130
H -1.04623 -3.34412 0.22467 0.2420
H -4.42733 -1.38793 -1.62316 0.2466
H -5.89626 -2.82749 -0.24184 0.1922
H -5.44296 1.68432 -2.00167 0.1767
H -4.91082 4.05553 -1.16292 0.2176
H -2.47324 4.42054 -0.50090 0.1835
O 4.87530 -0.75760 2.75295 -0.9383
S 4.98141 -0.65646 1.29615 2.2649
O 5.64529 -1.68594 0.53295 -0.9174
N 3.47961 -0.19470 0.66120 -0.7144
C 3.43641 1.08181 0.36581 0.1197
S 2.01163 1.98507 0.04527 -0.3316
C 4.73442 1.75197 0.60707 -0.0835
C 5.04939 3.11057 0.45322 -0.1763
C 6.44600 3.44376 0.62811 -0.2042
C 7.44545 2.61842 1.08625 -0.2237
C 7.06692 1.27250 1.37751 -0.1758
C 5.76113 0.86684 1.09951 -0.3306
H 4.27712 3.86107 0.23088 0.2423
H 6.59716 4.51775 0.42588 0.2043
H 8.39351 2.97300 1.32917 0.2134
H 7.69746 0.56600 1.95688 0.2289
```

Values from the calculation:
LUMO (eV): 2.418
HOMO-LUMO gap (eV): 7.83
Total charge: -1

***

DFT (ωB97M-V/def2-TZVPD) results for C17H13MnN7O8Se as an isolated structure.

```
47
Properties=species:S:1:pos:R:3:mulliken_spin:R:1
Mn 1.79364 0.59044 0.51459 4.7801
O -1.01868 -0.59096 3.18624 0.0142
C -0.36931 -0.55742 2.15753 -0.0173
O 0.85887 -0.12817 2.08056 0.0627
C -0.94508 -1.19083 0.90258 0.0148
C -1.88100 -2.19354 1.09375 -0.0040
C -2.43396 -2.87284 0.02392 0.0028
C -2.07141 -2.57545 -1.28239 0.0007
C -1.16230 -1.57239 -1.45510 0.0044
C -0.57432 -0.81428 -0.41543 -0.0271
O 0.21646 0.15728 -0.74164 0.0704
N -0.68895 -1.25067 -2.80978 0.0003
O 0.37865 -1.72758 -3.14456 0.0004
O -1.36306 -0.51073 -3.48976 0.0000
N -3.39988 -3.93809 0.25955 -0.0001
O -3.84517 -4.52592 -0.71174 0.0005
O -3.70298 -4.19528 1.40819 0.0007
H -2.17713 -2.43322 2.10502 0.0009
H -2.49135 -3.12212 -2.11444 -0.0005
N 1.43867 2.74233 0.46511 0.0253
C 0.46578 3.35167 0.33284 0.0101
N -0.65838 3.98735 0.16539 0.0040
C -1.82356 3.60068 0.98853 0.0019
C -2.83514 2.89947 0.10312 0.0002
O -3.15973 3.71319 -1.01136 0.0000
C -2.03333 3.91491 -1.84176 0.0002
C -0.95670 4.68407 -1.09528 0.0015
H -2.25242 4.50508 1.42124 0.0004
H -1.48396 2.94607 1.78970 -0.0014
H -3.75829 2.72003 0.64940 0.0002
H -2.42779 1.93825 -0.23414 -0.0004
H -2.37061 4.47986 -2.70860 0.0002
H -1.63289 2.95047 -2.17831 0.0001
H -1.30373 5.69029 -0.85651 0.0002
H -0.04385 4.75345 -1.68373 -0.0004
Se 5.21490 0.27057 2.55765 0.0061
N 5.60886 -1.44078 2.36267 0.0179
C 4.84452 -1.90211 1.39744 -0.0207
C 4.76982 -3.24355 0.91806 0.0101
C 3.85556 -3.50624 -0.04187 -0.0057
C 2.99505 -2.47453 -0.54631 0.0234
N 3.04984 -1.24290 -0.16750 0.0368
C 3.96939 -0.94443 0.78935 -0.0512
N 4.01321 0.28123 1.25207 0.0340
H 5.41807 -4.00231 1.33607 0.0003
H 3.73210 -4.50311 -0.44083 -0.0005
H 2.24155 -2.71721 -1.28954 0.0037
```

Values from the calculation:
Spin multiplicity: 6
LUMO (spin up / spin down) (eV): -2.245 / -2.272
Expectation value of S²: 8.7556
HOMO-LUMO gap (spin up / spin down) (eV): 6.02 / 6.07
Total charge: 0

***

no.,E_tot (eV)
1,-97880.826
2,-75069.228
3,-110627.606
4,-141312.323